Entry 1:
Computed, not measured: a 2-piece molecular cluster, C3H7N3O overall, with the ωB97M-V functional and the def2-TZVPD basis.

```
14
Properties=species:S:1:pos:R:3
H -0.21651 1.82213 1.23023
N -0.66642 1.21065 0.54031
C 0.13510 0.26040 0.30158
N -0.16079 -0.81421 -0.56933
C -0.85614 -0.55290 -1.59898
C 1.48088 0.17994 1.01333
N 2.21354 -0.91734 0.73124
O 1.82379 1.07974 1.76116
H -1.18853 0.46078 -1.84623
H -1.13487 -1.36901 -2.26688
H 1.81568 -1.65890 0.17528
H 3.08758 -1.05108 1.21548
H -3.54391 0.54669 -0.41960
H -2.92085 0.81112 -0.10630
```

Calculated values
Net charge: 0
Gap between HOMO and LUMO, eV: 10.31
DFT total energy, eV: -9741.11850
Structure (SMILES): [H]/N=C(/N=C)C(N)=O.[H][H]
Largest force on an atom, eV Å⁻¹: 0.5
Energy relative to the best compared isomer or geometry (same formula, charge and spin), kcal per mole: 44.2

Entry 2:
Computed, not measured: an isolated molecule of C22H24N2O4S2, with the ωB97M-V functional and the def2-TZVPD basis.

```
54
Properties=species:S:1:pos:R:3
C -4.76834 1.35357 -0.20788
S -4.48003 1.63144 1.55848
O -5.13352 2.84029 1.95654
O -4.83139 0.43839 2.26745
N -2.82607 1.91333 1.63550
C -2.37527 3.20625 2.12212
C -2.12604 4.23481 1.04502
C -0.87503 4.81878 0.88822
C -0.65545 5.75697 -0.10592
C -1.68545 6.12252 -0.95483
C -2.94198 5.56401 -0.78908
C -3.16269 4.63111 0.20866
C -1.93288 0.97817 1.12437
C -2.27862 -0.37540 1.08123
C -1.39767 -1.31450 0.58379
C -0.14334 -0.93774 0.11186
C 0.85050 -1.89243 -0.45369
O 1.66695 -1.55960 -1.29160
N 0.77304 -3.15744 0.03266
C 1.70462 -4.19282 -0.34164
C 2.67500 -4.50365 0.79590
S 3.79454 -5.87387 0.36194
C 5.28712 -4.93478 -0.18136
C 4.98804 -3.95227 -1.24147
C 4.82213 -4.08770 -2.59043
C 4.51734 -2.79558 -3.08114
C 4.51774 -1.97309 -1.99852
O 4.79878 -2.66070 -0.88133
C 0.19184 0.41243 0.13854
C -0.67888 1.35720 0.63963
H -5.83800 1.25350 -0.34241
H -4.38950 2.20858 -0.75196
H -4.25912 0.44634 -0.50376
H -3.17595 3.56363 2.77401
H -1.47317 3.05404 2.72252
H -0.06737 4.55003 1.55581
H 0.32190 6.20292 -0.21624
H -1.51307 6.84965 -1.73415
H -3.75530 5.86373 -1.43352
H -4.14934 4.22577 0.37236
H -3.23316 -0.69008 1.46730
H -1.71294 -2.34742 0.54730
H 0.15543 -3.35099 0.80435
H 1.15813 -5.10218 -0.61226
H 2.24527 -3.83041 -1.21853
H 3.28349 -3.63406 1.04056
H 2.13029 -4.82647 1.68452
H 5.97124 -5.70534 -0.53073
H 5.69332 -4.44023 0.70077
H 4.90592 -4.99417 -3.15446
H 4.32251 -2.52227 -4.09726
H 4.31957 -0.92643 -1.89444
H 1.15460 0.71045 -0.24823
H -0.38972 2.39370 0.63544
```

Calculated values
Net charge: 0
Gap between HOMO and LUMO, eV: 8.68
DFT total energy, eV: -56043.84188
Structure (SMILES): CS(=O)(=O)N(Cc1ccccc1)c1ccc(C(=O)NCCSCc2ccco2)cc1
Largest force on an atom, eV Å⁻¹: 1.1
Energy relative to the best compared isomer or geometry (same formula, charge and spin), kcal per mole: 7.0

Entry 3:
Computed, not measured: a 39-piece molecular cluster, BF4H76O38 overall, with the ωB97M-V functional and the def2-TZVPD basis.

```
119
Properties=species:S:1:pos:R:3
B 13.51175 8.09164 14.44115
F 14.21102 8.92154 15.37611
F 12.11815 8.38421 14.42902
F 14.03627 8.28124 13.15395
F 13.63205 6.77983 14.82374
O 7.49241 6.26816 14.92843
H 6.72264 5.74364 14.98849
H 7.88751 6.21815 15.82212
O 13.54323 0.94737 13.97336
H 13.28574 1.25486 13.07043
H 14.35345 1.33342 14.12971
O 18.95831 7.53054 10.76727
H 18.42856 7.23611 11.55910
H 19.84456 7.54495 11.15685
O 17.17278 6.81292 12.71250
H 16.51381 6.87787 11.94311
H 16.83297 7.37571 13.42312
O 14.78105 6.45317 10.58665
H 14.55433 5.64892 10.15458
H 14.25495 6.36463 11.39498
O 16.33574 10.12740 12.77856
H 15.37888 9.94534 12.76299
H 16.65722 10.13728 11.84480
O 8.96142 5.98143 12.40582
H 9.77374 6.49077 12.18800
H 8.72132 6.19429 13.34722
O 15.51834 5.72980 17.13364
H 14.73729 5.26013 16.93886
H 15.29004 6.61541 17.40604
O 11.57116 7.52020 9.08569
H 12.23722 8.19129 9.19292
H 10.89350 7.78805 9.72054
O 15.29937 7.79876 18.86610
H 15.84188 8.50614 18.58691
H 15.81038 7.05161 19.26086
O 9.93663 10.05940 15.32268
H 10.68185 10.61721 15.52986
H 10.30832 9.16910 15.07968
O 19.47635 7.17762 15.74849
H 18.55777 7.42910 15.56147
H 20.03441 7.92964 16.05840
O 10.46928 10.50564 12.56849
H 11.31649 10.90622 12.54794
H 10.17456 10.30800 13.47908
O 12.80077 4.39840 11.60273
H 12.50634 4.55611 10.67306
H 13.56512 3.84997 11.59343
O 9.53381 4.95919 17.27125
H 10.10821 5.73308 17.18091
H 9.99686 4.20196 16.89603
O 10.75356 7.93042 11.80975
H 10.40646 8.77787 12.12615
H 11.69660 7.93351 11.89960
O 16.69310 3.94511 13.17251
H 16.57964 3.59596 14.03834
H 16.83389 4.90459 13.33585
O 18.23847 10.77829 15.47728
H 18.73406 10.26206 16.12705
H 18.47108 10.22795 14.65341
O 20.60536 6.16398 13.30671
H 19.85780 5.62989 13.15345
H 20.37321 6.45677 14.16883
O 6.64737 4.15520 11.72797
H 7.00194 3.28458 11.89640
H 7.41621 4.74346 11.61803
O 15.03699 2.50766 11.37805
H 15.68470 3.00130 11.89260
H 15.65527 2.24894 10.66909
O 16.75088 7.50325 15.27287
H 16.33653 6.69537 15.76691
H 16.40018 8.31113 15.63128
O 16.76237 9.58445 9.87896
H 15.89073 9.22968 9.72658
H 17.36336 8.86042 10.03297
O 13.91603 9.17630 10.26583
H 14.22723 8.24518 10.34986
H 13.66902 9.42534 11.16715
O 14.62766 14.28682 14.62937
H 14.76970 15.25784 14.62503
H 15.40238 13.78061 14.34857
O 11.74301 1.53676 11.40138
H 11.16570 1.12211 10.74003
H 11.13991 2.04319 11.99541
O 13.42510 11.37595 13.27024
H 13.87165 12.20973 13.31792
H 13.17686 11.17175 14.23241
O 12.48693 5.34993 16.92878
H 12.91458 5.59040 16.10042
H 12.13505 4.49778 16.76374
O 9.62485 3.26915 9.64627
H 9.66416 3.58035 10.57098
H 8.87678 3.76072 9.28856
O 12.32053 11.42157 15.90005
H 12.67460 10.84547 16.66699
H 12.65421 12.33033 16.14131
O 11.39147 2.70450 15.42143
H 11.18085 3.10961 14.55047
H 11.98660 2.02684 15.21880
O 11.25981 7.66371 17.41478
H 11.95058 7.02217 17.26773
H 11.23373 8.16293 16.62625
O 16.61084 12.68257 13.99515
H 17.02932 12.18180 14.67494
H 16.52228 12.01000 13.26379
O 19.45749 9.39815 13.40114
H 19.04360 9.39664 12.54184
H 19.58997 8.53252 13.63171
O 16.18132 9.82518 17.25972
H 16.60943 10.67562 17.00741
H 15.26287 9.86567 16.96023
O 10.59534 3.66735 12.93158
H 11.45308 3.87316 12.46505
H 9.96161 4.43445 12.71495
O 12.19561 4.80495 8.81778
H 11.99957 5.74799 8.69772
H 11.35442 4.36446 8.63835
O 12.94396 9.77413 18.30660
H 13.73522 9.21012 18.49721
H 12.21090 9.11636 18.21819
```

Calculated values
Net charge: -1
Gap between HOMO and LUMO, eV: 10.78
DFT total energy, eV: -90602.66376
Largest force on an atom, eV Å⁻¹: 3.8
Energy relative to the best compared isomer or geometry (same formula, charge and spin), kcal per mole: 9.4

Entry 4:
Computed, not measured: C7H2BF2N3O10Pt as an isolated structure, with the ωB97M-V functional and the def2-TZVPD basis.

```
26
Properties=species:S:1:pos:R:3
Pt -2.25570 0.39374 -0.35234
O -0.30501 1.97898 2.72027
C -0.49781 1.32605 1.74246
O -1.63330 1.61228 1.01864
C 0.45895 0.33529 1.14874
C 1.82277 0.54187 1.15963
C 2.61848 -0.35480 0.45484
C 2.10634 -1.39011 -0.30181
C 0.73315 -1.56400 -0.30334
C -0.07810 -0.77739 0.50003
O -1.38547 -1.01450 0.68595
N 0.13648 -2.52580 -1.23769
O -0.97003 -2.25706 -1.67165
O 0.78765 -3.49788 -1.53972
N 4.08426 -0.15560 0.46391
O 4.76220 -0.98530 -0.10183
O 4.50467 0.81560 1.05353
H 2.25629 1.37753 1.68966
H 2.75373 -2.02030 -0.89298
F -3.78640 -0.26238 2.01371
B -3.89902 0.19664 0.79588
F -5.06033 0.54499 0.29763
O -0.78159 1.29259 -1.93230
N -1.75420 1.93783 -2.39237
O -1.70633 2.76422 -3.23701
O -2.91169 1.68753 -1.78183
```

Calculated values
Net charge: 0
Gap between HOMO and LUMO, eV: 7.11
DFT total energy, eV: -41586.30071
Largest force on an atom, eV Å⁻¹: 0.7
Energy relative to the best compared isomer or geometry (same formula, charge and spin), kcal per mole: 0.0

Entry 5:
Computed, not measured: C8H8Br4IrO10P2S as an isolated structure, with the ωB97M-V functional and the def2-TZVPD basis.

```
34
Properties=species:S:1:pos:R:3
Ir 0.50977 0.37682 0.39259
Br -6.33736 1.24396 0.79103
C -4.60843 0.52320 0.74980
C -4.42655 -0.89497 0.84479
Br -5.91870 -2.01809 0.97874
C -3.16833 -1.45314 0.83310
Br -2.82525 -3.28444 0.94022
C -2.05612 -0.59538 0.72900
O -0.83581 -1.01719 0.72159
C -2.23227 0.81514 0.61213
O -1.15572 1.50209 0.51115
C -3.53243 1.36978 0.63111
Br -3.66430 3.22699 0.49534
O 2.56975 0.61149 4.12612
P 1.66428 -0.33867 3.21678
O 1.08899 -1.46583 3.93635
O 0.75435 0.62661 2.39966
O 2.71544 -0.87363 2.09368
P 3.50686 -0.03702 1.01022
O 3.57011 1.46434 1.56780
O 4.81486 -0.56406 0.64012
O 2.39101 0.06760 -0.13476
H 2.31345 1.53350 4.02691
H 4.48503 1.68499 1.77784
C 2.18622 0.51135 -3.26627
S 1.12344 -0.69043 -2.47552
C 0.09076 -1.09666 -3.87584
O 0.13287 0.13206 -1.63458
H 2.69482 0.01862 -4.09407
H 2.90155 0.83397 -2.51525
H 1.57377 1.34062 -3.61750
H 0.71317 -1.55716 -4.64137
H -0.38449 -0.18934 -4.24439
H -0.65475 -1.80713 -3.52650
```

Calculated values
Spin multiplicity: 2
Net charge: 0
Gap between HOMO and LUMO (alpha / beta), eV: 7.87 / 6.26
DFT total energy, eV: -341327.38783
Largest force on an atom, eV Å⁻¹: 0.9
Energy relative to the best compared isomer or geometry (same formula, charge and spin), kcal per mole: 15.0

Entry 6:
Computed, not measured: an isolated molecule of C4H7NO, with the ωB97M-V functional and the def2-TZVPD basis.

```
13
Properties=species:S:1:pos:R:3
C -0.16630 1.44833 1.41377
C 0.41124 0.45051 0.43779
O -0.66487 -0.33171 -0.05927
C -0.27275 -1.39318 -0.80089
C 0.54040 -0.85912 -2.15607
N -0.30987 -1.12163 -2.91927
H -0.68331 0.92650 2.22470
H 0.62941 2.06390 1.84139
H -0.88352 2.10141 0.90915
H 1.13758 -0.21687 0.92321
H 0.91904 0.93607 -0.40828
H -1.16368 -1.98586 -1.03516
H 0.50664 -2.01836 -0.37108
```

Calculated values
Net charge: 0
Gap between HOMO and LUMO, eV: 11.06
DFT total energy, eV: -7796.19189
Structure (SMILES): CCOCC#N
Largest force on an atom, eV Å⁻¹: 1.7
Energy relative to the best compared isomer or geometry (same formula, charge and spin), kcal per mole: 79.6

Entry 7:
Computed, not measured: a 3-piece molecular cluster, C4H9N2OS overall, with the ωB97M-V functional and the def2-TZVPD basis.

```
17
Properties=species:S:1:pos:R:3
C -0.12341 0.09248 1.11232
C 0.33874 -0.77241 -0.02587
C -0.99276 -0.02290 -0.14746
S -3.94363 -0.58109 -0.41660
N 1.45593 -0.32874 -0.81953
C 2.47676 0.17220 -0.10351
N 3.53677 0.67212 -0.90846
O 2.70033 0.15746 1.12687
H 0.47922 0.98220 1.23916
H -3.78203 4.68839 2.08465
H -0.50182 -0.28649 2.05644
H 0.26480 -1.85891 -0.00199
H -1.83128 -0.69932 -0.03976
H -0.86004 0.83474 -0.79235
H -3.29460 5.11529 1.75441
H 4.42761 0.40843 -0.52910
H 3.35992 0.48379 -1.88329
```

Calculated values
Net charge: -1
Gap between HOMO and LUMO, eV: 4.02
DFT total energy, eV: -20152.89114
Largest force on an atom, eV Å⁻¹: 2.5
Energy relative to the best compared isomer or geometry (same formula, charge and spin), kcal per mole: 137.4